13
Properties=species:S:1:pos:R:3:forces:R:3:mulliken_charge:R:1 method="wB97M-V/def2-TZVPD" e_above_lowest_kj_mol=214.7 homo_energy_ev=-2.286 total_charge=-1 orbital_gap_ev=6.3
C 0.02189 2.14050 -1.08864 -1.00 2.43 0.67 -0.62
S 1.50798 1.36365 -1.71554 0.42 -0.33 -0.68 -0.72
H 0.35646 2.49917 -0.01538 -1.46 -0.48 -1.83 0.10
H -0.95376 1.50113 -1.05043 1.64 0.97 0.13 0.13
H -0.27274 3.15293 -1.73290 0.58 -2.39 1.64 0.18
C 0.03349 -1.58945 1.65665 0.57 0.14 1.23 -0.86
C -0.44634 -1.05772 -0.56728 0.97 -1.39 3.75 -0.28
N -0.85666 -1.59871 0.55832 -1.61 1.34 -3.04 -0.55
H -0.33705 -1.76022 2.68931 -0.76 -0.04 -0.85 0.29
H 0.78682 -2.31019 1.54089 1.13 -1.52 -0.29 0.37
H 0.60925 -0.69976 1.74482 0.38 1.28 -0.16 0.35
H -1.07222 -0.87817 -1.43317 -0.18 -0.40 0.11 0.40
H 0.62288 -0.76315 -0.58664 -0.69 0.40 -0.66 0.20

---

82
Properties=species:S:1:pos:R:3:forces:R:3:mulliken_charge:R:1 method="wB97M-V/def2-TZVPD" e_above_lowest_kj_mol=58.3 homo_energy_ev=-10.323 total_charge=+1 orbital_gap_ev=7.0
Hf -0.63620 1.35166 -1.97982 -0.01 -0.02 -0.75 0.18
C -4.52392 2.20693 2.85699 -0.02 0.00 -0.01 -1.20
C -3.00563 2.22062 2.76804 0.02 0.04 -0.01 -0.47
N -2.47140 1.03315 2.11820 -0.03 -0.08 0.05 0.17
C -2.21871 0.87632 0.81915 -0.04 0.06 -0.09 0.15
S -2.25873 2.26679 -0.25364 -0.14 -0.02 0.35 -0.37
N -1.95662 -0.34992 0.41452 -0.08 0.02 0.12 -1.15
N -1.48067 -0.44286 -0.86621 -0.10 -0.24 -0.21 1.03
C -1.57959 -1.58748 -1.46513 0.02 0.35 0.51 0.76
C -2.33924 -2.74503 -0.92074 0.01 -0.02 0.02 -1.95
C -0.80105 -1.71739 -2.69727 0.04 -0.03 0.01 0.67
C -0.83995 -2.85825 -3.47128 -0.02 -0.06 -0.02 -0.89
C 0.00205 -2.95747 -4.57033 -0.03 -0.05 0.00 -0.63
C 0.87334 -1.92164 -4.83002 0.05 0.02 -0.04 -0.99
C 0.84271 -0.80000 -4.01593 -0.06 0.06 0.07 -0.43
N 0.00649 -0.67642 -2.98278 0.18 -0.19 -0.24 1.10
H -4.87892 3.07955 3.40649 0.01 -0.01 -0.02 0.40
H -4.87546 1.31419 3.37560 0.01 0.01 0.00 0.35
H -4.96819 2.22394 1.86073 0.01 -0.01 0.01 0.29
H -2.55925 2.27387 3.76134 -0.01 -0.03 0.02 0.43
H -2.66558 3.09524 2.21456 -0.01 0.00 0.00 0.15
H -2.39950 0.17934 2.66563 0.04 0.02 0.01 0.16
H -2.70772 -2.52601 0.07507 -0.01 0.01 0.01 0.35
H -1.70989 -3.63549 -0.89183 0.00 0.00 0.02 0.42
H -3.18980 -2.95768 -1.57418 0.02 -0.01 0.00 0.46
H -1.51909 -3.65992 -3.22187 0.01 0.00 0.00 0.53
H -0.01466 -3.84038 -5.19552 0.00 0.01 0.01 0.45
H 1.57721 -1.96262 -5.64897 -0.01 0.00 0.01 0.50
H 1.51659 0.02963 -4.17484 0.00 0.02 0.00 0.54
I 1.31229 2.18987 0.77125 0.02 0.00 0.03 0.28
C 0.55379 4.06733 1.42463 -0.01 -0.01 0.08 -0.70
I 0.39845 5.56785 -0.05662 0.01 -0.01 -0.02 0.08
H 1.22987 4.43004 2.18942 0.00 0.00 -0.01 0.52
H -0.43512 3.89670 1.83160 -0.02 -0.03 -0.04 0.08
O 0.17425 3.05066 -7.30375 0.00 0.04 -0.04 -0.53
C -0.39793 3.88422 -6.31366 -0.02 -0.02 0.00 -1.53
C -0.40441 3.09949 -4.98640 0.02 -0.05 -0.09 1.87
C -1.06434 4.04094 -3.99382 0.01 0.16 -0.11 -1.40
O -1.06847 3.50141 -2.66005 -0.12 0.13 0.50 -0.21
C -1.21688 1.80802 -5.24850 0.03 0.03 0.07 -1.02
Se -2.42645 1.10437 -3.84241 -0.05 -0.02 -0.10 -0.24
C 1.07288 2.83277 -4.65234 0.02 0.03 0.03 -1.51
Se 1.64915 2.25548 -2.84256 0.23 0.02 -0.05 -0.29
H 0.18081 3.51427 -8.14709 0.00 -0.02 0.04 0.35
H -1.42867 4.15486 -6.57396 0.00 0.00 -0.01 0.51
H 0.18112 4.80625 -6.19192 0.01 0.01 -0.01 0.50
H -2.09606 4.23503 -4.29295 -0.03 -0.04 0.02 0.48
H -0.51089 4.98316 -3.96775 -0.02 0.01 0.05 0.46
H -1.68730 3.99582 -2.10120 0.12 -0.01 -0.18 0.13
H -0.54565 1.01430 -5.56818 0.00 -0.04 0.03 0.38
H -1.90046 1.98328 -6.07652 0.00 0.00 -0.01 0.54
H 1.63731 3.75167 -4.80674 -0.01 0.03 -0.01 0.53
H 1.45835 2.10398 -5.36119 0.00 -0.01 -0.01 0.60
C 3.63330 -1.12468 5.91854 0.00 0.00 0.02 -1.45
C 3.59118 -1.56291 4.46112 0.02 -0.06 0.00 0.11
C 2.69454 -0.64972 3.64346 0.01 0.01 -0.05 -0.83
N 2.64366 -1.03542 2.23177 0.01 -0.01 0.01 0.17
C 1.59439 -1.10854 1.41362 0.07 0.03 0.04 -0.59
S 1.81393 -0.93082 -0.25575 -0.05 -0.06 -0.02 -0.22
N 0.33663 -1.26336 1.92437 0.11 -0.05 0.12 0.89
C -0.13808 -1.85755 3.10091 -0.04 -0.05 -0.03 0.07
O -1.18967 -1.46674 3.56275 0.01 0.03 0.02 -0.67
C 0.59777 -3.02323 3.65380 0.02 0.01 0.03 0.65
C 0.50021 -3.27813 5.01906 -0.01 0.02 -0.01 -0.54
C 1.14276 -4.37824 5.56112 0.00 -0.01 0.01 -0.62
C 1.85700 -5.23934 4.73639 0.01 0.00 0.00 -0.45
C 1.93291 -5.00047 3.37071 0.01 -0.01 0.00 -0.79
C 1.31129 -3.88692 2.82755 0.01 0.02 -0.02 0.06
H 4.29158 -1.76706 6.50232 -0.01 0.01 -0.01 0.38
H 2.63925 -1.17222 6.36902 0.00 0.00 -0.01 0.31
H 3.99661 -0.09940 6.01651 0.00 -0.02 0.00 0.38
H 3.22944 -2.59000 4.38029 0.01 0.01 0.01 -0.04
H 4.59832 -1.54732 4.03335 -0.01 0.00 0.02 0.48
H 3.06606 0.37921 3.69297 0.01 0.00 -0.02 0.60
H 1.68851 -0.63094 4.05088 -0.07 -0.02 0.02 0.25
H 3.51623 -0.96083 1.72718 -0.01 0.01 0.01 0.29
H -0.42864 -0.92182 1.33847 -0.10 0.06 -0.09 -0.48
H -0.08110 -2.60716 5.63920 0.01 -0.02 0.00 0.49
H 1.08095 -4.57347 6.62364 0.00 0.01 -0.01 0.43
H 2.35113 -6.10442 5.15977 -0.01 0.01 -0.01 0.41
H 2.47774 -5.68224 2.73073 -0.01 0.02 0.00 0.43
H 1.36786 -3.70072 1.76108 0.00 -0.01 0.03 0.38